The following is a quantum chemistry calculation of a molecular structure, C10H27N3O2PPtS2 in a non-equilibrium geometry, from the OMol25 dataset.

The geometry in XYZ format:
```
46
C10H27N3O2PPtS2 | the OMol25 dataset | the ωB97M-V functional and the def2-TZVPD basis
Pt 7.700 4.957 8.892
N 9.313 3.644 7.846
C 9.937 4.317 6.712
C 10.029 5.768 6.953
N 8.645 6.223 7.333
C 7.695 6.276 6.224
C 6.818 5.018 6.060
N 6.212 4.736 7.371
H 9.084 2.682 7.662
H 9.973 3.668 8.630
H 10.941 3.915 6.573
H 9.360 4.050 5.846
H 10.658 5.946 7.854
H 10.420 6.338 6.121
H 8.768 7.188 7.677
H 7.023 7.150 6.390
H 8.218 6.440 5.295
H 6.029 5.215 5.364
H 7.338 4.100 5.730
H 5.594 5.488 7.556
H 5.653 3.895 7.414
C 5.749 6.353 14.352
C 5.882 5.458 13.133
C 5.140 4.145 13.208
O 7.419 4.961 12.992
P 8.751 5.740 12.732
S 9.166 4.958 10.624
S 8.488 7.756 12.476
O 9.982 5.221 13.314
C 10.276 5.395 15.652
C 9.769 6.596 16.248
C 9.634 4.045 15.941
H 4.736 6.730 14.447
H 6.328 7.282 14.241
H 5.948 5.817 15.279
H 5.709 5.978 12.154
H 5.301 3.630 14.142
H 5.388 3.443 12.367
H 4.076 4.352 13.068
H 11.335 5.427 15.349
H 8.665 6.707 16.104
H 10.398 7.505 16.062
H 9.893 6.195 17.223
H 8.614 4.081 16.212
H 10.156 3.831 16.865
H 9.945 3.184 15.273
```

Properties
Electronic energy in eV: -53549.786
Net charge: +3
Molecular weight in Da: 511.53
E_LUMO (alpha / beta) in eV: -9.4 / -12.5
Expectation value of S²: 6.01
Spin multiplicity: 5
Gap between HOMO and LUMO (alpha / beta) in eV: 8.9 / 6.4
Largest force on an atom in eV/Å: 3.2
HOMO energy (alpha / beta) in eV: -18.26 / -18.87
ΔE to the lowest compared entry with this formula, charge and spin in kJ/mol: 72.1